# C6H9NO

A single C6H9NO molecule in a non-equilibrium geometry (ωB97M-V/def2-TZVPD, the Open Molecules 2025 dataset).

Calculated values
Max |F| = 3.42 eV Å⁻¹
Structure (SMILES) = C=C(C#N)OC(C)C
Total energy = -9903.2765 eV

The geometry in ORCA input format:
```
! RIJCOSX wB97M-V def2-TZVPD def2/J DEFGRID3
* xyz 0 1
C 0.58549 0.75607 -1.99186
C 2.72221 0.03855 -0.90617
C 1.40332 0.23944 -0.87815
C -1.64431 -0.98259 -0.05425
C -0.75786 0.28321 1.91275
C -0.58063 0.10570 0.39577
N -0.00177 1.44128 -2.73193
O 0.77576 -0.20814 0.25712
H 3.12490 -0.41166 -0.01937
H 3.15996 0.25918 -1.88165
H -1.28687 -1.94956 0.12168
H -2.69020 -0.90372 0.40487
H -1.76281 -0.80080 -1.17929
H -0.12109 -0.40398 2.33618
H -1.85927 0.23239 2.12643
H -0.32727 1.24636 2.20292
H -0.73954 1.05828 -0.11506
*
```



# C5H15N2O3

3 unconnected molecules or ions with the total composition C5H15N2O3 (ωB97M-V/def2-TZVPD, the Open Molecules 2025 dataset).

Calculated values
Max |F| = 0.66 eV Å⁻¹
Total energy = -14545.7284 eV

The geometry in ORCA input format:
```
! RIJCOSX wB97M-V def2-TZVPD def2/J DEFGRID3
* xyz 1 1
O 2.35735 -0.95180 -0.93164
C 1.92075 -2.07261 -0.81201
C 0.57479 -2.39982 -0.23554
C -0.22744 -1.18867 0.23025
C -0.83487 -0.34416 -0.89286
N -0.96094 2.33415 0.16877
C -0.06016 1.97789 -0.70935
N -0.00656 0.80365 -1.27427
H 2.50263 -2.95400 -1.12975
H 0.02870 -2.97762 -0.99196
H 0.72722 -3.08848 0.60421
H 0.35915 -0.56083 0.90253
H -1.03577 -1.55038 0.86541
H -0.95759 -0.93023 -1.80017
H -1.82567 -0.00202 -0.60826
H -1.53738 1.66824 0.69158
H -0.96136 3.29952 0.45802
H 0.61072 2.73186 -1.05052
H 0.84162 0.57319 -1.77905
H 2.39026 0.63646 0.25561
H 2.77819 1.83745 1.13798
O 2.07083 1.48323 0.59269
H -2.42526 0.45098 2.70983
H -3.64381 0.66350 1.80859
O -2.68539 0.56050 1.78990
*
```



# C17H29B3Br2F6LiMgNO16S3V

A molecular structure, C17H29B3Br2F6LiMgNO16S3V in a non-equilibrium geometry (ωB97M-V/def2-TZVPD, the Open Molecules 2025 dataset).

Calculated values
Max |F| = 3.63 eV Å⁻¹
Total energy = -274592.5106 eV

The geometry in ORCA input format:
```
! RIJCOSX wB97M-V def2-TZVPD def2/J DEFGRID3
* xyz 1 1
C 3.64845 0.45741 -0.34901
C 3.43578 1.37607 -1.53175
Br 3.98353 0.54189 -3.19717
C 1.97698 1.92783 -1.65295
Br 1.45227 2.11029 -3.53947
B 0.89859 1.01912 -0.97162
O 0.21777 -0.03498 -1.55259
B -1.08958 0.01623 -1.19446
O -1.61549 1.17042 -0.64220
B -0.77660 1.76369 0.29117
O 0.52241 1.32693 0.32991
H 4.70149 0.48733 -0.10089
H 3.12392 0.79496 0.53652
H 3.44879 -0.58075 -0.57617
H 4.07840 2.23262 -1.41843
H 1.90827 2.93166 -1.25422
H -1.80671 -0.92881 -1.29708
H -1.20092 2.59801 1.00347
C -4.29604 3.93262 4.33662
S -3.74639 2.60700 3.27534
O -2.62725 3.07394 2.45427
C -5.21503 2.57323 2.22257
H -3.49988 4.14836 5.04566
H -4.49422 4.80703 3.71961
H -5.19230 3.62681 4.87635
H -5.34722 3.54493 1.74994
H -6.09435 2.32384 2.82279
H -5.06960 1.81729 1.44645
Li -4.20614 0.09120 3.34548
C 4.85564 -3.98308 0.28556
O 5.16670 -2.63999 -0.07033
H 4.69097 -4.03533 1.35600
H 3.94589 -4.30046 -0.23700
H 5.68328 -4.63901 0.01644
H 5.31268 -2.63165 -1.02233
C 0.18423 3.54993 -6.59569
F 0.76784 2.44292 -6.17174
F 0.53655 4.53310 -5.83913
F 0.63848 3.79633 -7.91656
S -1.60471 3.29035 -6.78862
O -2.15417 2.96219 -5.53657
O -1.52421 2.15953 -7.79122
N -1.94163 4.65600 -7.42054
S -3.45314 4.87721 -7.96505
O -4.43973 4.93498 -6.94839
O -3.74255 4.08056 -9.11745
C -3.22498 6.59494 -8.57213
F -2.26367 6.63136 -9.50194
F -2.87255 7.39637 -7.57550
F -4.35171 7.02395 -9.10048
C 0.50056 -5.42586 2.90451
C 1.61625 -4.45887 2.55569
O 2.66165 -5.33780 2.13000
C 2.08951 -6.49822 1.71344
O 2.65590 -7.36658 1.14411
O 0.77486 -6.52694 2.03489
H -0.49048 -5.02503 2.71449
H 0.55086 -5.76942 3.93834
H 1.35533 -3.79490 1.72811
H 1.94262 -3.85970 3.40126
Mg -0.43701 2.30343 -9.08640
C -1.21138 -2.52317 5.22164
C -1.75893 -3.00477 6.39641
C -0.92898 -3.49549 7.39271
C 0.44601 -3.49918 7.20978
C 0.99143 -3.01481 6.02848
C 0.16142 -2.52565 5.03016
H -1.86658 -2.13868 4.44796
H -2.83163 -2.99371 6.54195
H -1.35349 -3.87115 8.31386
H 1.09306 -3.87511 7.99003
H 2.06522 -3.01240 5.89086
H 0.58367 -2.14164 4.10933
O 3.25874 4.47005 -1.70638
H 2.76194 5.29980 -1.64306
O -2.65228 -0.96921 8.77092
H -2.27479 -1.66408 8.21186
O 5.53564 -4.87745 -2.53120
V 4.31767 -5.91766 -3.00201
O 3.11504 -6.94213 -3.51725
*
```



# C17H20N2OS

A single C17H20N2OS molecule in a non-equilibrium geometry (ωB97M-V/def2-TZVPD, the Open Molecules 2025 dataset).

Calculated values
Max |F| = 15.56 eV Å⁻¹
Structure (SMILES) = Cc1ccc(NC(=O)NCCSc2ccc(C)cc2)cc1
Total energy = -33803.9302 eV

The geometry in ORCA input format:
```
! RIJCOSX wB97M-V def2-TZVPD def2/J DEFGRID3
* xyz 0 1
C 2.82569 -1.24299 -4.97920
C 1.83466 -1.12632 -3.78614
C 0.51721 -1.71462 -3.95405
C -0.23610 -1.76701 -2.93381
C 0.24851 -1.05057 -1.72396
C 1.36839 -0.60108 -1.65961
C 2.27947 -0.74197 -2.68637
H 3.15108 0.08064 -2.68183
H 1.55740 0.10341 -0.86447
N -0.86397 -1.16246 -0.70916
C -0.90014 -1.24771 0.46853
O -1.71960 -1.01898 1.17114
N 0.68152 -1.43575 1.13911
H 1.15285 -1.70395 0.40012
C 0.87957 -1.28581 2.42286
C 1.99913 -0.57286 2.69793
H 3.04047 -0.91606 2.51489
H 2.08259 -0.25547 3.77735
S 1.74921 1.21147 1.71163
C 0.10009 1.45429 1.88729
C -0.50193 2.02016 0.71294
C -1.96247 2.12502 0.80167
C -2.63461 2.21815 2.08741
C -1.85239 1.71057 3.22362
C -0.52531 1.79344 2.98629
H 0.06105 1.32448 4.07983
H -2.10534 1.83976 4.31298
C -4.12637 2.63496 2.19559
H -4.16479 2.92076 3.18655
H -4.55498 1.59061 2.27754
H -4.39694 3.27857 1.38104
H -2.36545 2.69303 -0.03396
H -0.11662 1.97766 -0.17478
H 0.03686 -1.05015 2.98714
H 1.16640 -2.39589 2.89200
H -2.06129 -1.21159 -1.10394
H -1.17366 -2.13125 -3.12848
H 0.29658 -2.55257 -4.88687
H 2.51992 -1.87772 -5.86971
H 3.76363 -1.60796 -4.82619
H 2.94968 -0.30627 -5.31290
*
```



# C28H53ClF2NO12S5

5 unconnected molecules or ions with the total composition C28H53ClF2NO12S5 in a non-equilibrium geometry (ωB97M-V/def2-TZVPD, the Open Molecules 2025 dataset).

Calculated values
Max |F| = 1.63 eV Å⁻¹
Total energy = -128081.9786 eV

The geometry in ORCA input format:
```
! RIJCOSX wB97M-V def2-TZVPD def2/J DEFGRID3
* xyz 1 1
C -2.05083 -2.68695 2.38805
C -2.85120 -1.48245 1.93312
F -3.29157 -0.79905 3.05086
N -2.09661 -0.44477 1.15267
C -0.63190 -0.34891 1.45534
C -0.14715 1.01438 0.96158
C 1.39513 1.06175 1.00727
C 2.08381 1.62361 -0.23408
C 2.20316 0.69493 -1.46720
C 2.16021 -0.80511 -1.19496
S 3.62207 -1.50111 -0.47398
O 3.35649 -2.89347 -0.26118
O 4.05022 -0.74940 0.66511
Cl 5.02309 -1.39383 -1.93345
O -0.72008 1.37696 -0.30144
C -1.23243 0.32448 -1.06408
C -2.31258 -0.51448 -0.33970
C -2.30813 -1.93497 -0.91424
C -3.69478 -2.46926 -1.13570
O -4.55542 -1.92443 -1.72811
F -3.89047 -3.66173 -0.56585
H -1.26522 -2.99086 1.70275
H -1.66147 -2.50868 3.38761
H -2.74250 -3.52581 2.46045
H -3.74910 -1.77703 1.39096
H -2.48060 0.45527 1.45921
H -0.53599 -0.33340 2.54072
H -0.08976 -1.20001 1.05133
H -0.52879 1.74797 1.68197
H 1.63793 1.73923 1.82689
H 1.81318 0.09841 1.30804
H 3.07266 1.98329 0.04192
H 1.52954 2.50673 -0.55639
H 1.46880 0.91804 -2.24087
H 3.17179 0.90070 -1.92980
H 2.03744 -1.32418 -2.14668
H 1.35738 -1.14377 -0.54296
H -0.45328 -0.33573 -1.46119
H -1.72121 0.77470 -1.92824
H -3.29279 -0.08500 -0.54809
H -1.85903 -1.87375 -1.90820
H -1.71553 -2.65320 -0.35200
C 3.38063 -2.95850 -7.53144
C 4.73114 -3.01689 -6.80559
C 4.77917 -1.83369 -5.83079
S 3.07253 -1.48164 -5.38700
O 2.72052 -0.17687 -5.88098
O 2.84794 -1.83435 -4.00463
C 2.33551 -2.72226 -6.44572
H 3.17857 -3.87398 -8.08486
H 3.37472 -2.12791 -8.24038
H 4.80698 -3.95437 -6.25168
H 5.56605 -2.98053 -7.50285
H 5.33489 -2.06319 -4.92522
H 5.18329 -0.93693 -6.29626
H 1.38755 -2.34854 -6.82162
H 2.17632 -3.61631 -5.84231
C -3.36465 -0.49664 -6.04634
C -2.89472 -1.69002 -6.88661
C -1.47667 -2.04462 -6.42345
S -1.36905 -1.54468 -4.70112
O -0.40602 -0.48123 -4.56803
O -1.29235 -2.70896 -3.84283
C -3.01702 -0.84418 -4.60323
H -4.43101 -0.31331 -6.16293
H -2.83210 0.40671 -6.35079
H -3.56010 -2.53939 -6.72242
H -2.90968 -1.46360 -7.95085
H -1.27075 -3.11072 -6.48825
H -0.72096 -1.48336 -6.97018
H -3.00231 0.01753 -3.93876
H -3.68152 -1.61215 -4.20860
C 0.60517 6.35521 4.88005
C -0.62169 5.70382 5.53172
C -1.42463 5.01850 4.41877
S -0.23251 4.58254 3.14916
O -0.52307 5.32026 1.94807
O -0.08047 3.13691 3.08816
C 1.19365 5.29667 3.95268
H 1.33371 6.67759 5.62117
H 0.30276 7.23090 4.30170
H -0.29580 4.95784 6.25833
H -1.23355 6.43312 6.05960
H -1.91945 4.11343 4.76358
H -2.15140 5.68898 3.96364
H 1.86577 5.69504 3.19593
H 1.68592 4.50342 4.51573
C -0.52596 -0.99496 6.61506
C -1.19977 -0.68103 7.95811
C -0.34190 0.37673 8.66416
S 0.47156 1.31246 7.36306
O 1.88916 1.08867 7.44019
O -0.07232 2.64731 7.31210
C -0.18094 0.35594 5.99405
H -1.17798 -1.57936 5.96531
H 0.38679 -1.57034 6.78273
H -2.20174 -0.28563 7.77994
H -1.30480 -1.57165 8.57493
H -0.93504 1.06128 9.26467
H 0.43785 -0.07310 9.27533
H 0.57153 0.30546 5.20903
H -1.07222 0.86949 5.63132
*
```



# C2H2ClOP

A molecular structure, C2H2ClOP in a non-equilibrium geometry (ωB97M-V/def2-TZVPD, the Open Molecules 2025 dataset).

Calculated values
Max |F| = 4.77 eV Å⁻¹
Total energy = -25961.8889 eV

The geometry in ORCA input format:
```
! RIJCOSX wB97M-V def2-TZVPD def2/J DEFGRID3
* xyz 0 1
C 0.00070 1.26430 0.02670
C 0.03847 -0.15320 0.08153
O -0.92299 2.02779 0.02345
P 1.29308 -1.23991 -0.01602
Cl -1.97070 -1.13996 -0.02608
H 1.06164 1.63051 -0.04346
H 0.49980 -2.38952 -0.04614
*
```



# C12H24FHfO12

A molecular structure, C12H24FHfO12 in a non-equilibrium geometry (ωB97M-V/def2-TZVPD, the Open Molecules 2025 dataset).

Calculated values
Max |F| = 12.63 eV Å⁻¹
Total energy = -41395.3294 eV

The geometry in ORCA input format:
```
! RIJCOSX wB97M-V def2-TZVPD def2/J DEFGRID3
* xyz 3 1
Hf 0.75796 0.46964 -1.71597
F -0.71623 0.21665 -0.06344
C -2.48189 3.12277 -0.33541
O -1.46599 4.14249 -0.36545
C -0.33247 3.85113 -0.96771
O 0.09250 2.70890 -1.20055
O 0.33820 4.92318 -1.25054
C -0.21744 6.28266 -1.15154
H -3.35277 3.54615 0.15904
H -2.11012 2.32487 0.30724
H -2.77677 2.78173 -1.32679
H -1.28856 6.39453 -1.02588
H 0.08996 6.82087 -2.04669
H 0.38069 6.73136 -0.36093
C 2.23470 1.19484 3.61529
O 1.76467 1.32375 2.24086
C 2.48111 1.19389 1.18315
O 1.96420 1.28820 0.05572
O 3.73393 0.82543 1.41177
C 4.76611 1.05958 0.46539
H 2.17918 0.15697 3.93887
H 1.65471 1.82691 4.28189
H 3.27535 1.49567 3.72737
H 4.81981 2.12640 0.24975
H 4.73157 0.37091 -0.37811
H 5.70943 0.85491 0.97155
C 3.79952 -2.79619 -0.84006
O 2.91323 -3.00616 0.25993
C 1.84180 -2.29235 0.41209
O 1.51289 -1.33097 -0.33166
O 1.26741 -2.64522 1.51902
C 0.08015 -2.03182 2.01234
H 3.20330 -2.83659 -1.75537
H 4.47133 -3.64733 -0.90029
H 4.27792 -1.82171 -0.76557
H 0.36151 -1.01774 2.29635
H -0.27243 -2.61979 2.85648
H -0.79677 -1.98900 1.36480
C -4.17501 -1.40653 -0.05211
O -4.44265 -2.13473 -1.24127
C -3.85064 -3.29010 -1.48332
O -3.03063 -3.82405 -0.75583
O -4.44797 -3.84048 -2.51603
C -4.23104 -5.22263 -2.75384
H -4.58478 -0.40250 -0.12471
H -3.10220 -1.18747 -0.03457
H -4.39556 -1.93911 0.86964
H -3.18846 -5.41871 -2.99749
H -4.86139 -5.55674 -3.57475
H -4.58139 -5.77646 -1.88267
*
```



# C5H41NO14S

15 unconnected molecules or ions with the total composition C5H41NO14S in a non-equilibrium geometry (ωB97M-V/def2-TZVPD, the Open Molecules 2025 dataset).

Calculated values
Max |F| = 10.06 eV Å⁻¹
Total energy = -46836.3587 eV

The geometry in ORCA input format:
```
! RIJCOSX wB97M-V def2-TZVPD def2/J DEFGRID3
* xyz 0 1
C -2.44965 -2.74897 0.02802
C -1.99442 -1.93602 -1.20170
C -1.52282 -2.81263 -2.28350
S -0.70034 -2.03096 -3.72018
C -1.29245 -3.22861 0.88567
N -0.89086 -2.33564 2.03894
C -0.52456 -1.01581 1.60760
H -3.14930 -2.16949 0.60686
H -2.91960 -3.79294 -0.34495
H -2.97545 -1.45562 -1.45431
H -1.45758 -0.90479 -0.79555
H -2.33504 -3.44220 -2.64989
H -0.80038 -3.62983 -2.01316
H 0.57566 -1.85000 -3.27093
H -0.35496 -3.34542 0.19800
H -1.70589 -4.26569 1.22898
H -1.53624 -2.36283 2.74539
H -1.29121 -0.16455 1.37483
H -0.09058 -0.47054 2.45924
H 0.27540 -1.18797 0.74400
H -1.08135 2.17876 3.34880
H -2.52183 2.68559 2.97436
O -2.01850 2.10646 3.44094
H 0.94497 0.58488 4.79838
H 2.11734 1.23069 4.10479
O 1.19286 1.27420 4.13651
H 2.90442 -3.95610 -1.65834
H 2.22164 -2.52202 -1.12008
O 2.64302 -2.98727 -1.86008
H 2.93439 0.06094 0.36778
H 1.63127 0.65089 0.86227
O 2.18114 -0.01297 1.02907
H -1.00193 4.69373 1.74953
H -0.87394 3.64103 0.65949
O -1.45720 3.88808 1.39481
H 2.09927 3.26332 -2.47369
H 2.68183 1.70581 -2.24470
O 2.56883 2.60391 -1.94615
H 3.63477 -0.12187 -2.53008
H 2.24863 -0.60979 -2.66103
O 2.85690 0.08877 -2.99386
H -4.34808 0.70054 2.56476
H -2.90605 0.42218 2.47167
O -3.73979 -0.02123 2.18333
H 4.75560 1.25727 -0.79990
H 5.33442 -0.08112 0.06481
O 4.63752 0.22376 -0.62940
H 1.33260 -2.96434 1.29296
H 1.87890 -1.69433 0.67241
O 1.92777 -2.58740 0.66623
H 0.14481 4.19632 -0.60169
H 1.33504 3.39842 -0.64944
O 0.63123 3.53266 -0.08422
H -3.12390 0.81766 -3.81803
H -3.83505 -0.18062 -2.98356
O -3.87120 0.45949 -3.51695
H -0.54821 2.37947 -4.54502
H -0.10019 1.95454 -3.04212
O -0.38057 2.57656 -3.59088
H 0.82713 3.35596 3.72914
H 0.56337 3.13397 2.19546
O 0.71837 3.82373 2.85841
*
```